(1)
The following is a DFT calculation (wB97M-V/def2-TZVPD) of a cluster of 4 separate species, C38H49F25N2O8S3 in total in a non-equilibrium geometry.

```
125
C38H49F25N2O8S3 (wB97M-V/def2-TZVPD)
O 3.643 7.352 -1.498
F 4.980 -7.754 4.770
C 5.684 -7.028 -0.232
H -2.862 3.349 1.689
H -6.986 0.198 2.221
C 6.357 -2.496 0.024
H -1.928 5.563 1.705
H 2.478 3.250 0.402
O 5.700 0.840 2.392
F 2.792 -7.148 6.361
C -1.241 5.419 -0.490
F 3.684 -4.289 1.025
H -9.595 1.138 1.447
H -6.624 0.290 0.373
H 0.821 5.922 1.550
C -11.630 4.568 -4.896
F 7.001 -9.722 -0.342
C 2.991 -6.517 5.160
C -13.395 2.745 -5.391
N 7.161 5.307 -3.115
H 7.745 0.392 0.152
C 7.807 -2.328 0.775
H 5.709 -9.550 1.162
C -5.739 2.813 0.373
F -11.639 1.765 -1.343
H 7.524 0.369 -1.720
C 7.902 -7.049 -1.188
C -4.873 4.127 0.921
S 5.630 -0.880 -0.629
C -7.261 0.781 1.244
F 2.329 -7.269 4.238
H 3.992 2.121 2.453
C 6.916 0.478 -0.700
H 2.975 -4.388 5.714
F -11.233 1.476 -3.460
C 4.854 4.208 0.396
H -0.247 3.474 0.399
C -10.944 2.267 -2.399
H 3.658 5.911 1.564
C 6.488 4.656 -1.927
C 5.021 -8.380 -0.537
C 2.733 -4.836 1.830
O 1.696 -4.646 4.065
O 6.578 -6.516 -1.225
O -10.717 4.264 -3.837
H 6.548 -3.206 -0.912
H -5.152 4.327 2.063
H -11.071 5.252 -5.546
H -5.237 5.075 0.316
H 4.083 4.369 2.634
H -10.370 -0.546 -2.093
H 6.128 -6.999 0.771
H -9.875 2.160 -2.184
C 8.230 -7.928 -2.402
H 7.870 -1.370 1.484
O 6.484 1.817 2.834
F 6.237 7.894 -1.863
H 4.874 -6.289 -0.193
C 5.267 2.589 0.490
H -3.034 3.235 -0.204
F 2.031 -2.816 2.845
C -9.764 -0.709 -1.090
H 1.792 -4.869 1.270
F -10.848 4.504 -1.629
H 8.250 -7.336 -3.323
F -13.389 2.261 -4.127
S 5.050 7.076 -0.873
F -13.667 1.686 -6.200
H -12.482 5.163 -4.543
F 9.444 -8.526 -2.257
F 3.119 -6.114 2.064
H 0.552 4.213 -1.221
O -9.141 0.537 -0.574
H -6.230 3.045 -0.687
F 7.329 -8.926 -2.571
C -2.420 5.358 0.647
C 4.492 -6.490 4.890
H -3.212 6.226 0.450
C -6.968 2.388 1.396
C -3.238 3.937 0.726
F 4.872 -8.508 -1.883
C 2.319 -5.139 5.256
C 6.327 2.005 -0.616
H 7.352 1.748 2.307
H -9.037 -0.671 1.213
H -10.511 -1.202 -0.319
N 7.815 2.806 -2.936
C 2.308 4.084 1.221
C 2.577 -4.030 3.125
F -12.647 3.948 -2.698
H 8.682 -2.338 -0.033
F 5.088 -10.742 -0.301
F 3.758 -3.771 3.736
F 8.086 -7.684 -0.006
F 4.806 -5.855 3.736
H -1.726 5.077 -1.515
H 1.872 5.949 -0.019
S 8.179 4.159 -4.014
H 5.031 -6.005 5.708
F 8.735 -5.973 -1.164
H -0.936 6.557 -0.642
C 5.468 5.225 -0.776
C 4.648 1.594 1.640
C 0.064 4.454 -0.163
H 7.979 -3.278 1.476
H 5.652 -3.073 0.761
C -11.311 3.735 -2.651
H 3.952 0.751 1.159
H -4.974 1.929 0.320
F 3.749 -8.330 -0.028
C 3.800 4.750 1.543
F -11.063 2.478 -5.838
F -12.199 3.875 -7.059
H -14.222 3.453 -5.486
O 5.186 7.763 0.543
H -8.896 -1.476 -1.372
H 1.491 -5.247 5.967
C 5.718 -9.595 0.069
C -8.850 0.437 0.868
C 6.870 3.067 -1.784
H -6.739 2.607 2.523
H 1.904 3.632 2.224
C 1.242 5.235 0.699
H -7.970 2.971 1.127
C -12.070 3.392 -5.782
```

Properties
gap between HOMO and LUMO = 6.67 eV
LUMO level = -2.35 eV
highest occupied orbital energy = -9.02 eV
SMILES = CCSCc1c(COO)c(CCCCCCCCCCCCOC)c(S(=O)(=O)F)c2nsnc12.FC(F)C(F)(F)COC(F)(F)C(F)F.FC(F)C(F)(F)COC(F)(F)C(F)F.FC(F)C(F)(F)COC(F)(F)C(F)F

(2)
The following is a DFT calculation (wB97M-V/def2-TZVPD) of a structure of composition C38H50AuGeNO2S2Te in a non-equilibrium geometry.

```
96
C38H50AuGeNO2S2Te (wB97M-V/def2-TZVPD)
H 1.181 -2.491 -3.541
H 5.081 2.333 1.789
C -2.024 2.457 5.272
C -1.547 -3.934 -0.773
C 4.489 -2.774 -0.263
H 1.966 1.264 2.659
C -5.589 -4.893 -1.752
C -0.094 4.862 -0.669
H -1.262 -3.161 -3.382
C -0.848 5.950 -1.038
C -2.006 5.853 -1.778
H 0.431 -3.686 -1.535
H -0.153 -2.289 -0.700
H 4.870 2.631 -2.429
Te 0.282 1.740 -0.421
C -3.329 2.053 2.838
C 2.927 -3.995 1.603
C -4.762 -3.977 -2.668
H 5.595 -4.608 -0.325
H 3.238 -1.034 0.011
C 0.379 -1.744 -3.401
C 3.930 -4.731 1.020
C 4.458 2.335 0.887
H -6.793 -6.737 -1.751
H 5.139 -2.326 -0.994
H -2.061 2.515 -2.126
H 0.152 -1.394 -4.382
H -0.224 2.178 4.161
C -1.295 2.249 4.124
H -3.358 4.452 -2.727
H 1.239 -0.776 4.016
O 1.094 -0.628 1.195
H 1.722 1.564 -2.991
C -4.419 -2.665 -1.960
H 7.127 1.729 -0.513
C 2.707 -2.673 1.279
H 1.209 4.535 1.018
H 1.865 -2.420 4.199
H 2.914 -1.182 3.414
H 0.814 -0.932 -2.827
H 4.065 -5.776 1.271
C 4.735 -4.090 0.077
C 5.117 2.506 -0.327
C -4.062 2.341 3.982
Au -2.370 -0.698 0.553
C -0.806 -2.397 -2.725
H -1.811 -4.743 -1.467
H -4.046 -3.539 0.812
H 6.836 3.320 -1.287
H 2.883 2.660 -3.604
C 6.612 2.687 -0.411
H -0.512 6.911 -0.707
C 1.903 -1.527 3.579
C -6.124 -6.168 -2.386
H -5.327 -3.778 -3.594
H -3.977 2.710 6.082
H -6.462 -4.310 -1.405
H -5.130 2.359 3.878
C 2.604 2.132 2.432
C -0.525 3.599 -1.067
C 3.082 2.197 1.013
H -5.338 -6.846 -2.647
H -3.838 -2.006 -2.616
H 3.455 2.087 3.089
H -1.532 2.613 6.208
H -2.539 6.754 -2.064
O 0.022 2.459 1.563
H 1.492 3.293 -2.741
C 4.367 2.505 -1.471
H -1.231 -4.409 0.166
H -4.966 -5.145 -0.881
H -3.846 -4.518 -2.974
C 1.139 5.160 0.121
C 2.234 2.488 -2.741
H 2.274 -4.517 2.295
H -3.848 1.930 1.874
C 2.350 2.228 -0.186
N -1.538 1.199 0.630
C 2.983 2.378 -1.431
C -1.713 3.497 -1.791
C -3.409 2.553 5.182
H 2.027 4.908 -0.458
Ge -3.241 -2.930 -0.355
C -2.448 4.601 -2.161
C -1.164 1.857 1.670
H 2.080 3.051 2.689
H -1.603 -1.677 -2.540
H -6.631 -5.909 -3.341
S -2.432 -1.881 2.669
C -0.451 -3.075 -1.388
C 3.458 -2.044 0.315
C -1.925 2.041 2.909
H -5.325 -2.138 -1.645
H 7.022 3.163 0.488
H 1.159 6.213 0.389
S 1.227 -1.930 1.938
```

Properties
spin multiplicity = 4
gap between HOMO and LUMO (spin up / spin down) = 8.08 / 5.13 eV
relative energy (zero: lowest compared OMol25 entry of this formula, charge and spin) = 33.46 kcal per mole
net charge = +1
LUMO level (spin up / spin down) = -2.38 / -5.69 eV
highest occupied orbital energy (spin up / spin down) = -10.46 / -10.82 eV

(3)
The following is a DFT calculation (wB97M-V/def2-TZVPD) of a structure of composition C38H50BClF2N2O2Pt in a non-equilibrium geometry.

```
97
C38H50BClF2N2O2Pt (wB97M-V/def2-TZVPD)
H 2.369 -2.175 -3.372
H -3.110 -3.085 -0.425
H 3.816 -1.244 -1.594
C 1.655 -3.285 1.101
H 1.471 2.316 5.094
C 1.778 2.972 4.278
H 6.208 2.454 -1.743
C -3.075 -2.534 -2.509
H -0.807 -3.892 2.240
H -2.683 -4.399 -1.511
C 3.914 -2.301 -1.851
H -0.895 -2.395 1.327
C 2.869 -4.465 -1.121
H -5.035 -0.294 -5.899
H 2.627 -3.339 3.645
C 2.283 5.312 0.703
Cl -1.234 2.226 -2.330
H 0.591 2.715 -0.906
B 1.901 0.051 0.290
C 2.444 -2.540 0.226
C -2.663 -0.717 -4.566
H -0.682 1.768 3.632
O -0.366 -3.969 -2.181
H 1.082 1.761 -2.342
C -0.611 -2.781 -2.134
H -1.794 1.499 0.218
H -0.627 3.447 3.076
C -0.516 -2.839 2.247
Pt 0.158 0.051 -0.749
H 6.003 -2.047 -2.385
C -1.776 -2.185 -2.883
H 4.735 1.201 1.534
H 2.692 2.899 -2.996
H -1.007 -2.355 3.094
C -5.134 -0.305 -4.813
H -0.210 -0.217 -5.215
C -3.964 -0.997 -4.165
H 2.866 3.050 4.295
H -4.367 -3.846 -1.404
C 1.279 2.419 2.941
H 5.759 -2.575 -0.716
C -3.325 -3.527 -1.403
F -2.395 -0.246 -0.587
C -1.566 -1.290 -3.937
C 0.332 1.893 -1.561
C 1.714 4.567 1.720
H 1.159 -2.838 4.497
H 5.544 -3.719 -2.040
C 1.005 -2.701 2.338
H 3.323 -4.931 -1.986
C 1.536 -3.358 3.614
H 3.963 1.577 -1.270
H 4.357 2.563 -3.472
H 1.252 -1.637 2.388
C 3.200 3.302 -0.275
H 0.317 -1.857 -4.816
H 5.745 4.050 -1.139
H 0.459 -0.589 -3.618
N 2.666 -1.138 0.470
C 3.065 -3.111 -0.889
C -4.148 -1.916 -3.142
H 0.860 -5.238 1.475
C -1.553 0.438 0.211
H 2.162 6.388 0.686
H -5.202 0.734 -4.483
C 2.077 -5.224 -0.277
C 3.734 3.098 -2.752
H 4.006 -1.831 -3.965
H 1.911 -6.272 -0.489
H -5.157 -2.162 -2.824
C 3.900 -0.748 0.990
C 5.558 2.978 -1.040
C -0.175 -0.965 -4.424
H 3.506 5.276 -1.049
O 0.106 -1.926 -1.448
C -0.249 2.439 2.889
F -1.587 -0.088 1.440
C 3.037 4.683 -0.273
C 4.088 2.660 -1.328
H 1.217 -4.400 3.678
H 1.151 5.068 2.498
H 1.612 1.381 2.868
H 3.909 4.166 -2.897
H -0.594 2.126 1.907
C 1.483 -4.637 0.823
H -6.073 -0.796 -4.560
C 3.939 0.587 1.146
N 2.727 1.139 0.729
C 2.569 2.561 0.738
H -2.497 -0.029 -5.390
H 1.365 3.963 4.478
C 3.419 -2.460 -3.291
H 3.511 -3.491 -3.634
H 5.843 2.681 -0.030
C 1.859 3.182 1.769
C 5.392 -2.680 -1.738
H 4.655 -1.481 1.220
```

Properties
gap between HOMO and LUMO = 7.12 eV
relative energy (zero: lowest compared OMol25 entry of this formula, charge and spin) = 0.00 kcal per mole
LUMO level = -1.07 eV
highest occupied orbital energy = -8.19 eV

(4)
The following is a DFT calculation (wB97M-V/def2-TZVPD) of a structure of composition C38H50ClF5IrN3O2S in a non-equilibrium geometry.

```
101
C38H50ClF5IrN3O2S (wB97M-V/def2-TZVPD)
H -3.686 -3.268 -2.014
C -2.700 -0.809 -2.607
H -3.909 0.895 -0.963
C -0.928 -3.752 -1.773
H 2.811 -1.042 4.228
H 0.263 -0.010 3.874
S 2.167 -2.057 -1.054
H -3.432 -0.764 -3.410
C 3.395 -0.144 4.093
H -0.525 -4.701 -2.117
C -0.523 4.914 0.500
H -5.107 -2.254 -2.129
H 4.619 -0.806 0.539
H -3.000 1.431 2.825
Ir -0.278 0.735 0.259
C -1.287 -2.203 1.626
C 3.914 1.828 2.774
H -3.242 -0.572 4.933
H -2.854 -2.076 4.096
O -1.544 2.800 0.084
C 1.701 1.682 -2.151
H -2.531 5.154 1.190
Cl -0.304 9.391 0.472
H 5.292 -2.967 -4.449
H 5.841 1.669 5.544
C -0.583 -0.605 4.209
H -0.807 -2.880 2.303
C -2.054 1.191 3.301
H -2.886 0.532 0.793
C 3.659 -2.251 -1.835
N 1.408 -0.068 1.263
C -2.217 -0.313 0.759
F 2.691 0.785 -1.967
H -0.159 -4.699 1.428
C 0.035 -4.359 0.414
H -3.917 -0.893 3.337
C -2.329 -4.921 -0.019
C 0.634 5.552 0.058
C -0.393 7.673 0.467
C 6.054 -1.688 -1.719
C 5.094 1.385 4.821
H 1.877 -3.397 -3.887
C -1.627 5.663 0.890
F -0.590 1.873 -2.508
H -0.180 -2.978 -1.935
C 0.323 1.045 -1.903
H -1.800 -3.531 -2.373
H 6.796 -2.482 -1.604
H 5.659 -2.236 0.733
C -1.809 -0.319 3.335
H 4.216 -4.336 -4.154
H 5.447 3.084 3.566
C 4.873 2.180 3.705
C -1.248 -3.851 -0.278
H -1.930 -5.902 -0.270
N 3.686 -2.620 -3.124
F 1.964 2.696 -1.323
C -4.395 -0.077 -0.973
C -1.662 -2.523 0.318
H 5.367 -3.859 -2.908
H -0.308 -1.654 4.181
H -1.917 -1.505 -2.884
H -2.405 7.641 1.189
H -4.601 -2.865 -0.556
C 3.171 0.658 2.968
O 0.429 2.808 1.000
C -1.561 7.044 0.885
C 4.353 0.225 5.015
C -3.407 -1.215 -1.298
C 2.498 -2.499 -3.943
H -3.216 -4.753 -0.616
H 4.524 -0.383 5.890
H 3.716 2.441 1.908
H -2.265 0.177 -2.490
C -3.036 -1.014 3.962
C -2.391 -1.377 -0.197
H 6.419 -0.799 -1.201
C 4.706 -3.482 -3.685
C 4.732 -1.866 0.297
H 3.888 -2.407 0.721
C -1.667 -0.884 1.956
N 4.787 -2.071 -1.131
C 0.699 6.930 0.030
H 0.431 -5.204 -0.146
H -1.252 1.695 2.759
H -4.891 -0.246 -0.019
H 1.464 4.959 -0.290
H -0.801 -0.340 5.241
H -2.614 -4.926 1.031
C -0.562 3.431 0.523
H -5.160 -0.042 -1.744
H 5.939 -1.439 -2.769
C -4.242 -2.485 -1.510
H 1.579 7.434 -0.335
H 1.905 -1.647 -3.620
C 2.196 0.292 2.032
F 0.315 -0.096 -2.687
H 0.792 -3.583 0.437
H 2.806 -2.347 -4.975
F 1.856 2.153 -3.391
H -2.081 1.588 4.313
```

Properties
spin multiplicity = 2
gap between HOMO and LUMO (spin up / spin down) = 5.75 / 4.82 eV
relative energy (zero: lowest compared OMol25 entry of this formula, charge and spin) = 103.49 kcal per mole
net charge = +1
LUMO level (spin up / spin down) = -4.15 / -5.08 eV
highest occupied orbital energy (spin up / spin down) = -9.91 / -9.91 eV

Per-record electronic energy, a.u.: -5879.14160; -4959.83330; -2542.14633; -3254.44847